*one*
Formula: C2H9N3O
Source: OMol25
Level of theory: wB97M-V/def2-TZVPD

The geometry in XYZ format:
```
15
Properties=species:S:1:pos:R:3
N -2.3366 0.9468 0.4309
C -2.8539 -0.4234 0.3658
N -4.2897 -0.4949 0.1860
H -2.4894 1.3139 1.3660
H -1.3192 0.9144 0.3766
H -2.4021 -0.9892 -0.4439
H -2.4979 -0.9936 1.2334
H -4.7032 0.1259 0.8847
H -4.4517 0.0996 -0.6309
C 5.0576 0.3141 -0.6498
N 3.9902 -0.5289 -0.7294
O 5.0987 1.4695 -0.3130
H 5.9283 -0.0978 -1.1977
H 3.0793 -0.1877 -0.4567
H 4.1897 -1.4689 -0.4220
```

- Kohn-Sham gap: 0.381 hartree
- Multiplicity: 1
- SMILES string: NC=O.NCN



*two*
Formula: C2H9N3O
Source: OMol25
Level of theory: wB97M-V/def2-TZVPD

The geometry in XYZ format:
```
15
Properties=species:S:1:pos:R:3
N 0.3262 0.1408 1.5338
C 1.5990 0.2592 1.8625
N 2.5470 0.8609 1.0068
H -0.8212 0.2137 0.1154
H 0.0152 -0.6098 2.1130
H 1.9820 -0.1327 2.8029
H 3.4525 1.0760 1.4352
H 2.1972 1.6467 0.4230
N -0.9446 -1.1315 -2.1558
C -2.0474 -0.5604 -1.3986
O -1.4540 0.4821 -0.6115
H -0.5402 -0.5867 -2.9357
H -0.1718 -1.4709 -1.5701
H -2.6874 -0.0302 -2.1660
H -2.6033 -1.2464 -0.8024
```

- Kohn-Sham gap: 0.332 hartree
- Multiplicity: 1
- SMILES string: [H]/N=C/N.NCO



Energy comparison, zero being the most stable, in kcal/mol: *one* 0.0; *two* 13.1.



*one*
Formula: C18H24N4O3
Source: OMol25
Level of theory: wB97M-V/def2-TZVPD

The geometry in XYZ format:
```
49
Properties=species:S:1:pos:R:3
C -2.2021 -3.2622 -0.8475
H -1.2855 -3.1444 -0.6045
H -2.4514 -2.8133 -1.8952
H -2.4118 -4.2651 -1.1396
C -3.2398 -2.5722 0.0828
N -2.7930 -1.3106 0.6897
C -3.5897 -0.9519 1.9426
C -5.1590 -1.1346 1.3221
C -5.4574 -2.5344 0.8430
C -4.6470 -2.8933 -0.2231
H -4.6871 -2.4246 -1.1304
H -4.6669 -3.9667 -0.6790
H -6.6564 -2.4368 0.6024
H -5.3120 -3.3701 1.7651
H -5.4428 -0.3731 0.5613
H -5.6569 -0.8942 2.4648
H -3.4818 0.0599 2.1958
H -3.3854 -1.7162 2.6527
C -2.8364 -0.4888 -0.4877
H -3.2496 0.4585 0.0262
C -1.3001 0.1032 -0.7744
C -0.4790 0.5174 0.6896
N 0.7968 0.7819 0.3778
C 1.3381 2.0749 0.4982
O 0.5348 3.0351 0.3344
C 2.5926 2.2356 0.0319
C 3.1376 3.7444 0.1162
N 4.5251 3.6649 -0.2899
C 5.3709 2.8516 -0.4080
N 4.8173 1.5120 -0.4880
C 5.7132 0.4039 -0.9728
C 6.9919 0.7826 -1.2879
C 7.4878 1.9862 -1.1188
C 6.6248 3.1852 -0.7920
H 6.9819 4.1570 -0.7379
H 8.5808 2.0236 -1.3730
H 7.5881 -0.0819 -1.5866
H 5.2963 -0.5636 -0.6557
C 3.5151 1.1447 -0.2884
O 3.3268 -0.0885 -0.3204
O 2.4319 4.6342 0.5324
H 1.7545 4.2388 0.7141
H 1.4481 0.2101 0.1374
H -1.1425 1.6474 0.9778
H -0.6366 -0.1614 1.2703
H -0.9166 -0.7991 -1.0299
H -1.4227 0.8841 -1.3722
H -3.3921 -0.6308 -1.2493
H -2.9532 -3.4594 0.9238
```

- Kohn-Sham gap: 0.241 hartree
- Multiplicity: 1



*two*
Formula: C18H24N4O3
Source: OMol25
Level of theory: wB97M-V/def2-TZVPD

The geometry in XYZ format:
```
49
Properties=species:S:1:pos:R:3
C 0.6805 -3.7060 -3.4157
H 1.5812 -3.6701 -2.8082
H -0.1826 -3.7817 -2.7581
H 0.7186 -4.5928 -4.0422
C 0.5936 -2.4563 -4.2889
N 0.5601 -1.2493 -3.5040
C 1.6156 -0.4223 -3.3607
O 2.7052 -0.5740 -3.8673
C 1.1718 0.7300 -2.4680
H 1.9568 0.9990 -1.7641
C -0.0982 0.2080 -1.7934
H -0.8160 1.0071 -1.6075
C -0.6281 -0.8126 -2.8097
H -1.1212 -1.6465 -2.3070
H -1.3334 -0.3540 -3.5160
C 0.2648 -0.4865 -0.4762
N -0.8364 -1.2779 0.0577
C -1.9674 -0.4615 0.4628
H -2.7022 -1.0908 0.9625
H -1.6832 0.3595 1.1348
H -2.4323 -0.0356 -0.4238
C -0.4118 -2.1855 1.1035
C -0.0926 -1.5075 2.3951
N 0.5437 -0.3878 2.5686
C 0.4428 -0.1740 3.9117
N -0.2078 -1.1208 4.5242
O -0.5640 -1.9965 3.5477
C 0.9183 1.0752 4.5723
O 0.0157 2.1291 4.3098
C -0.1314 2.5804 3.0234
C -1.3325 3.2351 2.7526
C -1.5792 3.7494 1.4957
C -0.6334 3.6204 0.4912
C 0.5628 2.9821 0.7622
C 0.8205 2.4590 2.0185
H 1.7568 1.9555 2.1968
H 1.3107 2.8886 -0.0113
H -0.8264 4.0186 -0.4935
H -2.5163 4.2486 1.2984
H -2.0563 3.3269 3.5473
H 0.8971 0.9393 5.6550
H 1.9364 1.3162 4.2453
H -1.2109 -2.9077 1.2978
H 0.4695 -2.7326 0.7547
H 1.0914 -1.1740 -0.6734
H 0.6019 0.2666 0.2487
H 0.9694 1.5951 -3.1023
H 1.4788 -2.3896 -4.9268
H -0.3006 -2.4957 -4.9201
```

- Kohn-Sham gap: 0.347 hartree
- Multiplicity: 1
- SMILES string: CCN1C[C@@H](CN(C)Cc2nc(COc3ccccc3)no2)CC1=O



Energy comparison, zero being the most stable, in kcal/mol: *one* 316.1; *two* 0.0.